Entry 1:
A structure of composition C24H22BBr2F8LuN3PSSb in a non-equilibrium geometry. Source: the Open Molecules 2025 dataset; level of theory: ωB97M-V/def2-TZVPD.

The geometry in XYZ format:
```
64
Properties=species:S:1:pos:R:3:forces:R:3
Lu 0.8942 -2.5555 -1.2949 -1.829 -1.773 0.155
Br -2.0899 -1.9023 -0.6381 -0.489 -0.011 -0.012
C -3.0822 -3.0607 -1.7286 -0.308 0.241 0.183
Br -0.5429 -4.3799 -2.6067 0.123 -0.121 -0.081
H -3.3497 -2.6764 -2.6990 0.138 -0.012 -0.009
H -3.6927 -3.7875 -1.2175 0.113 -0.024 0.018
C 1.9370 1.1125 3.4996 -0.026 -0.017 0.044
C 2.4251 1.4438 2.2456 0.062 -0.005 -0.030
C 1.5564 1.6154 1.1742 -0.032 0.046 0.105
C 0.1862 1.4567 1.3503 -0.091 0.026 -0.014
C -0.2966 1.1016 2.6124 0.048 0.044 -0.074
C 0.5701 0.9394 3.6805 -0.015 -0.006 0.038
P -1.0692 1.5833 0.0095 0.115 0.113 0.026
C -2.0574 2.9849 0.6647 -0.059 -0.148 -0.100
C -3.4345 2.9165 0.4636 0.063 0.044 -0.026
C -4.2716 3.9160 0.9422 -0.029 0.012 -0.003
C -3.7354 4.9919 1.6319 -0.012 -0.001 -0.029
C -2.3643 5.0640 1.8467 0.030 0.027 0.019
C -1.5301 4.0649 1.3717 0.012 -0.009 0.020
C -0.1044 2.3350 -1.3738 0.080 -0.018 -0.002
C -0.2934 3.6660 -1.7437 -0.046 -0.053 0.042
C 0.4109 4.2284 -2.7975 0.000 0.026 -0.027
C 1.3462 3.4744 -3.4838 0.033 0.035 -0.023
C 1.5377 2.1478 -3.1330 0.021 -0.124 0.028
C 0.8102 1.5465 -2.1051 -0.068 -0.026 0.225
H 2.6143 0.9903 4.3349 0.014 -0.015 -0.013
H 3.4901 1.5727 2.0980 -0.009 -0.002 -0.015
H 1.9525 1.8700 0.1994 0.014 0.032 0.024
H -1.3626 0.9528 2.7495 0.002 0.015 0.039
H 0.1821 0.6739 4.6565 -0.010 0.019 0.006
H -3.8454 2.0684 -0.0722 -0.027 0.013 0.013
H -5.3403 3.8503 0.7817 0.007 0.004 -0.007
H -4.3834 5.7749 2.0046 0.000 -0.007 0.010
H -1.9458 5.9034 2.3877 0.003 -0.012 0.008
H -0.4636 4.1182 1.5579 0.000 0.003 -0.026
H -1.0075 4.2767 -1.2096 -0.016 0.017 0.025
H 0.2255 5.2583 -3.0757 0.030 0.006 0.021
H 1.9220 3.9114 -4.2896 -0.021 -0.001 -0.009
H 2.2680 1.5521 -3.6701 -0.017 0.022 -0.026
C -0.3846 -5.5679 0.8276 -0.061 -0.059 -0.005
C -0.1319 -4.2699 1.5032 0.126 -0.053 -0.036
N 0.4340 -3.1974 0.9786 0.018 0.209 -0.216
C 0.4852 -2.2405 1.9791 0.068 0.018 0.014
C -0.0530 -2.7472 3.1128 0.029 0.092 -0.021
N -0.4324 -4.0327 2.7952 -0.065 0.031 -0.019
H -1.1060 -5.4556 0.0187 -0.003 0.041 0.006
H -0.7604 -6.3008 1.5411 0.019 -0.002 -0.005
H 0.5341 -5.9454 0.3805 0.008 0.011 0.009
H 0.9118 -1.2633 1.8202 -0.017 -0.024 -0.023
H -0.1905 -2.3187 4.0889 -0.003 -0.032 -0.004
H -0.8887 -4.6836 3.4093 0.031 -0.051 -0.001
S -1.4605 -0.5378 -5.0680 -0.147 0.030 -0.174
C -0.5522 -0.7223 -3.8219 0.120 -0.112 0.215
N 0.1365 -0.8971 -2.8536 0.090 0.019 0.184
F 2.3382 -0.5043 -2.1182 -0.114 0.383 -0.159
B 1.0300 -0.0150 -1.9360 0.187 0.862 -0.212
F 0.7326 -0.5776 -0.5697 -0.326 0.856 0.145
F 2.3382 -2.9053 -2.9492 0.954 -0.047 0.949
Sb 3.7672 -3.3755 -1.6395 0.356 -1.225 0.160
F 2.2484 -4.4918 -0.9950 0.741 0.784 -0.426
F 2.8927 -2.2196 -0.2777 0.416 -0.349 -1.011
F 4.8398 -4.0318 -0.2598 -0.015 0.216 -0.267
F 4.8773 -2.0151 -2.2497 -0.196 -0.208 0.190
F 4.3287 -4.6843 -2.8418 -0.018 0.252 0.184
```
Positions in Å, forces in eV/Å.

Summary:
- Expectation value of S²: 0.7550
- Maximum force: 2.55 eV/Å
- LUMO (alpha / beta): -0.93 / -0.94 eV
- 2S+1: 2
- Electronic energy: -252510.6115 eV
- E_HOMO (alpha / beta): -8.039 / -8.218 eV
- ΔE to the lowest compared entry with this formula, charge and spin: 85.6 kJ/mol
- HOMO-LUMO gap (alpha / beta): 7.1 / 7.3 eV

Entry 2:
An isolated molecule of C24H22Cl2N2O6. Source: the Open Molecules 2025 dataset; level of theory: ωB97M-V/def2-TZVPD.

The geometry in XYZ format:
```
56
Properties=species:S:1:pos:R:3:forces:R:3
O 5.1140 2.2453 0.9702 0.156 0.128 0.389
C 4.1673 2.1594 0.2224 -0.568 0.144 -0.303
C 2.8379 2.8487 0.5176 0.229 0.240 0.711
O 1.8046 2.3313 -0.3114 0.041 -0.051 -0.264
C 0.5562 2.3318 0.1911 -0.226 0.081 0.273
O 0.2595 2.8219 1.2525 0.102 0.036 -0.028
C -0.3668 1.6274 -0.7091 -0.432 -0.055 -0.091
C -1.6785 1.5984 -0.4457 0.710 0.402 0.183
C -2.6880 0.8736 -1.1900 -0.423 -0.235 -0.304
C -2.3560 -0.2086 -2.0108 -0.095 0.154 0.052
C -3.3240 -0.9281 -2.6803 0.003 0.028 -0.104
C -4.6601 -0.5846 -2.5457 0.051 0.043 0.018
C -5.0204 0.4827 -1.7427 -0.008 0.016 -0.009
C -4.0448 1.2011 -1.0731 0.226 -0.201 -0.190
Cl -4.5401 2.5373 -0.0995 -0.152 0.324 0.059
N 4.1888 1.4947 -0.9503 -0.132 -0.193 -0.402
C 5.2886 0.6507 -1.3508 0.165 -0.198 -0.015
C 4.8195 -0.7846 -1.5670 0.042 -0.066 -0.089
N 4.1832 -1.2870 -0.3677 0.335 0.552 -0.059
C 3.6536 -2.5181 -0.3178 -0.259 0.106 0.655
O 3.7103 -3.3190 -1.2256 -0.006 -0.327 -0.317
C 2.9750 -2.8407 1.0271 0.471 -0.175 -0.056
O 1.6696 -2.2808 1.1324 -0.325 0.008 -0.079
C 1.5576 -0.9931 1.4813 0.283 -0.017 0.019
O 2.5120 -0.2545 1.6203 -0.183 -0.004 0.149
C 0.1716 -0.5662 1.6885 -0.491 -0.135 -0.021
C -0.8876 -1.3165 1.3561 0.758 -0.025 0.019
C -2.2779 -0.9474 1.5293 -0.558 0.042 0.055
C -2.6646 0.1420 2.3184 -0.004 -0.157 -0.079
C -3.9928 0.4722 2.4899 -0.012 0.013 0.064
C -4.9813 -0.2783 1.8724 0.098 -0.087 0.010
C -4.6325 -1.3594 1.0835 -0.041 -0.020 0.053
C -3.2985 -1.6902 0.9187 0.060 0.262 0.204
Cl -2.9254 -3.0410 -0.0907 0.036 -0.346 -0.073
H 2.5844 2.6911 1.5710 0.137 0.004 -0.226
H 2.9462 3.9267 0.3489 -0.006 -0.162 0.008
H 0.0802 1.1433 -1.5629 -0.021 -0.100 -0.139
H -2.0253 2.1674 0.4075 0.068 0.020 0.059
H -1.3208 -0.4989 -2.0960 0.135 -0.059 0.008
H -3.0398 -1.7639 -3.3007 0.032 -0.083 -0.031
H -5.4220 -1.1472 -3.0628 -0.079 -0.049 -0.046
H -6.0563 0.7624 -1.6321 -0.085 0.051 0.028
H 3.3386 1.4572 -1.4914 0.020 0.020 0.129
H 6.0284 0.7016 -0.5477 -0.022 -0.001 -0.156
H 5.7394 1.0283 -2.2745 0.038 -0.084 0.127
H 4.1089 -0.8328 -2.4024 0.112 -0.025 0.014
H 5.6676 -1.4284 -1.8210 -0.076 0.118 -0.093
H 4.0153 -0.6384 0.3953 -0.078 -0.281 -0.082
H 2.8305 -3.9198 1.0960 0.078 0.200 -0.061
H 3.6000 -2.4779 1.8504 -0.128 -0.084 -0.062
H 0.0803 0.4227 2.1108 -0.006 0.109 0.005
H -0.7078 -2.2828 0.9047 0.078 -0.013 0.021
H -1.9043 0.7272 2.8099 0.103 0.087 0.077
H -4.2611 1.3167 3.1057 -0.009 0.081 0.046
H -6.0216 -0.0233 2.0024 -0.104 0.029 0.004
H -5.3908 -1.9511 0.5950 -0.036 -0.063 -0.062
```
Positions in Å, forces in eV/Å.

Summary:
- Maximum force: 0.84 eV/Å
- LUMO: -0.58 eV
- Electronic energy: -65556.5948 eV
- E_HOMO: -8.882 eV
- HOMO-LUMO gap: 8.3 eV

Entry 3:
A cluster of 6 separate species, C24H22F4N2O16 in total in a non-equilibrium geometry. Source: the Open Molecules 2025 dataset; level of theory: ωB97M-V/def2-TZVPD.

The geometry in XYZ format:
```
68
Properties=species:S:1:pos:R:3:forces:R:3
O -18.6044 7.7928 -3.5172 0.283 0.171 1.384
N -18.5396 8.3359 -2.4066 -0.460 0.063 -1.586
O -18.6453 9.5478 -2.2692 0.120 -0.993 0.609
C -18.3494 7.4580 -1.2122 -0.349 0.484 -0.673
C -18.9393 7.8605 -0.0276 1.515 -1.236 0.179
C -18.5879 7.1153 1.1115 -1.695 0.856 -0.009
C -17.8619 5.9549 1.0180 0.662 0.215 0.227
C -17.3827 5.5395 -0.2200 0.710 -0.355 0.310
C -17.6076 6.2948 -1.3637 0.199 -0.352 -0.351
H -19.5718 8.7084 -0.0222 -0.362 0.750 0.221
H -19.0129 7.4293 2.0660 0.247 -0.126 -0.171
H -17.5686 5.4607 1.9468 -0.234 -0.151 -0.432
H -16.7114 4.6734 -0.2030 -0.414 0.231 -0.459
H -17.2131 5.9927 -2.3530 -0.289 0.373 0.795
O -22.1681 0.1092 9.2674 0.281 0.245 -1.252
N -22.3938 0.9670 8.4180 -0.741 0.764 2.312
O -23.0183 1.9912 8.6890 0.362 -0.352 -0.470
C -21.9602 0.8032 7.0541 0.447 -0.879 -0.424
C -22.6985 1.4223 6.0673 0.538 -0.749 -1.555
C -22.4466 1.0496 4.7207 -0.794 0.364 1.691
C -21.4701 0.1224 4.4476 0.708 0.716 -0.112
C -20.6248 -0.3531 5.4376 0.324 -1.108 1.136
C -20.9099 -0.0798 6.7838 -0.844 0.962 -1.931
H -23.4712 2.1177 6.2976 -0.398 0.296 0.322
H -23.0955 1.4479 3.9481 0.337 -0.310 -0.030
H -21.2687 -0.0644 3.4226 0.122 -0.550 -0.744
H -19.7959 -1.0738 5.2375 -0.793 0.853 -0.080
H -20.3170 -0.4770 7.5457 0.608 -0.605 1.167
O -25.6454 0.2876 3.5906 -0.009 0.600 -0.239
C -26.0290 0.1788 4.7039 0.896 0.235 0.135
O -26.4598 -0.9483 5.2329 -1.003 -1.683 -0.516
C -27.0275 -0.7496 6.5049 -0.147 -1.189 1.143
C -26.3280 0.5183 6.8965 -1.441 2.509 1.769
F -25.1859 0.2334 7.6182 -0.504 0.139 -0.482
O -25.9876 1.1446 5.6808 -0.093 -0.401 0.007
H -28.1420 -0.8184 6.5326 0.777 0.810 -0.525
H -26.7352 -1.5660 7.1925 0.270 0.378 -0.491
H -26.9723 1.2806 7.4895 1.291 -1.373 -0.799
O -22.2649 5.6116 1.2588 0.358 -0.511 -0.046
C -21.9745 4.5239 0.8685 -0.740 -0.118 -0.373
O -20.7811 4.0986 0.4481 -0.313 -0.767 0.031
C -20.9531 2.7908 -0.1574 0.981 -0.408 0.617
C -22.3593 2.3411 0.1659 -0.626 1.065 -0.607
F -22.3710 1.3589 1.0851 0.150 -0.570 0.881
O -22.9157 3.5138 0.7251 -0.138 0.076 -0.266
H -20.7705 2.9279 -1.2002 0.053 -0.108 -0.738
H -20.2585 2.0333 0.2645 -0.161 0.815 -0.170
H -22.9772 1.9468 -0.6717 0.419 0.686 0.402
O -17.3861 3.6155 9.9391 1.338 0.480 0.616
C -18.2686 3.9694 9.2505 0.366 -0.830 -0.328
O -19.4833 3.4655 9.3606 -1.793 -0.339 -0.100
C -20.2002 3.7651 8.1679 -0.028 -0.278 -1.358
C -19.4491 4.9931 7.6906 -0.877 0.437 -0.792
F -19.9239 6.1165 8.2944 -0.674 0.749 0.691
O -18.1897 4.7833 8.1621 1.525 0.020 0.312
H -20.0233 2.9339 7.4133 -0.466 0.814 0.883
H -21.2651 3.9760 8.3264 0.392 -0.330 0.195
H -19.4524 5.2655 6.6379 0.174 -0.697 -0.220
O -19.8873 4.5441 3.9309 0.442 -0.857 -0.528
C -21.0660 4.5345 4.0003 0.231 1.639 0.562
O -21.9537 3.7808 3.3458 0.910 -0.675 0.350
C -23.2579 4.0404 3.7841 -1.883 1.078 0.445
C -23.0363 5.1973 4.8502 -0.796 0.167 0.438
F -23.3802 4.8520 6.1643 0.431 -0.716 -0.728
O -21.6920 5.4975 4.7745 0.049 -1.529 -0.322
H -23.8920 4.3485 2.9180 0.719 0.188 0.667
H -23.7671 3.1269 4.1661 0.654 0.858 0.220
H -23.5155 6.1554 4.7642 -0.822 0.062 -0.812
```
Positions in Å, forces in eV/Å.

Summary:
- Maximum force: 3.39 eV/Å
- LUMO: -0.68 eV
- Electronic energy: -71849.3099 eV
- E_HOMO: -10.062 eV
- ΔE to the lowest compared entry with this formula, charge and spin: 0.0 kJ/mol
- HOMO-LUMO gap: 9.4 eV